No. 1
# C9H44N4O12

A 11-piece molecular cluster, C9H44N4O12 overall in a non-equilibrium geometry (ωB97M-V/def2-TZVPD, the Open Molecules 2025 dataset).

Geometry as XYZ:
```
69
Properties=species:S:1:pos:R:3:forces:R:3
C 42.311 5.395 -11.891 -0.497 0.353 -0.499
C 43.437 5.714 -10.889 -1.125 -0.251 -0.345
C 43.120 7.033 -10.187 0.372 -0.577 -0.119
O 43.086 8.054 -11.145 0.318 0.434 -0.458
C 42.871 9.320 -10.572 0.062 0.153 0.674
N 43.534 4.695 -9.866 0.657 0.043 0.758
H 41.349 5.791 -11.543 0.080 -0.101 0.260
H 42.164 4.325 -12.039 0.273 -0.048 0.037
H 42.421 5.855 -12.877 0.330 0.005 0.086
H 44.377 5.807 -11.431 0.159 -0.073 0.211
H 43.879 7.211 -9.416 -0.034 0.164 0.001
H 42.140 6.903 -9.701 0.008 0.222 0.117
H 43.644 9.594 -9.840 -0.040 -0.428 0.223
H 41.895 9.296 -10.079 0.004 0.427 0.093
H 42.932 10.145 -11.281 -0.324 -0.450 -0.565
H 43.964 3.825 -10.135 -0.037 0.052 -0.279
H 42.672 4.502 -9.378 -0.136 0.078 -0.177
C 45.546 16.676 -7.865 -0.460 0.140 -0.463
C 44.655 15.526 -7.417 -0.399 0.410 0.483
C 45.140 14.169 -7.878 -0.124 0.321 -0.910
O 44.834 14.074 -9.281 0.375 0.002 0.334
C 44.885 12.765 -9.780 -0.324 -0.750 -1.005
N 44.491 15.562 -5.942 -0.353 -0.016 -0.232
H 46.423 16.795 -7.232 0.147 -0.179 -0.156
H 44.984 17.613 -7.857 0.002 -0.015 0.319
H 45.775 16.540 -8.925 0.428 -0.083 0.127
H 43.678 15.711 -7.878 0.029 -0.366 -0.141
H 44.602 13.365 -7.368 0.227 -0.048 0.235
H 46.229 14.088 -7.811 -0.047 -0.271 0.498
H 45.093 12.784 -10.853 -0.030 0.307 0.036
H 43.910 12.268 -9.687 0.020 0.003 0.272
H 45.649 12.096 -9.371 0.085 0.407 0.479
H 44.073 14.694 -5.615 0.168 -0.118 -0.126
H 43.736 16.227 -5.789 0.281 0.211 0.269
O 41.355 16.336 -8.662 -0.058 -0.126 0.005
H 41.783 16.123 -9.518 0.120 0.089 0.163
H 40.416 16.205 -8.808 -0.108 0.122 -0.010
O 43.610 13.616 -13.121 0.169 -0.308 0.118
H 43.658 14.054 -12.265 0.256 0.256 0.069
H 42.699 13.802 -13.357 -0.386 0.184 -0.335
O 41.010 13.444 -11.054 0.386 -0.333 0.070
H 41.068 12.488 -10.930 0.281 -0.009 -0.080
H 40.677 13.541 -11.957 0.112 -0.358 0.153
O 40.048 12.346 -13.664 -0.380 -0.882 -0.015
H 40.677 12.509 -14.378 -0.034 0.130 0.173
H 39.187 12.575 -14.037 0.128 0.043 0.077
O 42.905 15.426 -10.765 -0.232 0.029 -0.274
H 42.263 14.699 -10.912 0.372 0.093 0.271
H 43.599 15.083 -10.174 -0.086 -0.168 0.025
O 40.844 14.715 -13.701 0.312 0.283 -0.442
H 40.932 15.626 -13.996 0.095 0.113 0.167
H 40.165 14.729 -13.009 -0.358 0.581 -0.111
O 39.390 11.990 -8.666 5.055 -17.955 5.458
H 38.814 11.597 -8.003 -0.370 -0.834 0.977
H 39.182 11.530 -9.491 0.396 -1.828 0.268
O 39.069 15.100 -11.571 -0.349 0.547 -0.569
H 38.106 15.057 -11.513 0.012 -0.188 0.071
H 39.378 14.991 -10.665 -0.064 -0.230 0.145
O 39.955 10.851 -11.229 -0.323 -0.262 0.021
H 39.420 10.074 -11.034 0.137 -0.152 -0.009
H 39.916 10.942 -12.194 0.034 0.352 -0.121
C 37.631 13.631 -9.206 1.973 0.451 -0.611
O 36.914 13.333 -10.162 -1.040 -0.511 -1.166
N 38.946 13.301 -9.207 -5.702 15.248 -4.560
N 37.132 14.234 -8.092 0.019 0.695 1.225
H 39.254 12.912 -10.080 -0.102 1.706 -1.200
H 39.620 13.484 -8.480 -0.161 3.236 -0.048
H 37.762 14.563 -7.382 -0.223 0.006 0.167
H 36.153 14.173 -7.892 0.025 0.021 -0.111
```
Positions in Å, forces in eV/Å.

Properties
LUMO energy, eV: -0.013
Highest occupied orbital energy, eV: -5.993
Gap between HOMO and LUMO, eV: 5.98

Atom charges from the Mulliken analysis, given in e for atoms 1 to 8: -1.272, 0.382, -0.756, -0.298, -0.646, -0.634, 0.258, 0.401

No. 2
# C9H4FeN3OS3

C9H4FeN3OS3 as an isolated structure (ωB97M-V/def2-TZVPD, the Open Molecules 2025 dataset).

Geometry as XYZ:
```
21
Properties=species:S:1:pos:R:3:forces:R:3
Fe -0.811 -0.499 -1.004 -0.371 0.218 0.290
O 1.042 -0.943 -1.115 0.234 -0.064 0.027
N 1.724 -1.012 0.040 0.127 -0.089 -0.120
C 3.067 -1.106 -0.091 -0.016 -0.039 0.019
C 3.870 -1.214 1.004 0.022 0.007 0.010
C 3.272 -1.229 2.270 0.014 -0.003 0.012
C 1.911 -1.127 2.378 -0.034 0.002 0.019
C 1.091 -1.005 1.241 -0.024 0.034 -0.090
S -0.615 -0.832 1.338 0.032 -0.066 0.031
H 3.413 -1.091 -1.112 -0.019 0.005 -0.007
H 4.939 -1.285 0.872 -0.005 -0.003 0.018
H 3.881 -1.316 3.160 -0.008 -0.001 -0.005
H 1.419 -1.129 3.339 0.004 0.005 -0.004
S -3.115 -0.798 -1.532 0.189 -0.225 -0.100
C -3.538 0.837 -1.544 -0.330 0.231 -0.015
C -4.954 1.111 -1.612 0.179 0.018 0.045
N -6.084 1.317 -1.656 0.009 -0.025 -0.018
C -2.663 1.926 -1.505 -0.342 0.190 -0.007
S -0.991 1.808 -1.460 0.278 0.023 -0.116
C -3.219 3.259 -1.508 0.044 -0.214 0.027
N -3.639 4.328 -1.502 0.015 -0.003 -0.016
```
Positions in Å, forces in eV/Å.

Properties
LUMO energy (alpha / beta), eV: -0.593 / -2.836
Highest occupied orbital energy (alpha / beta), eV: -8.548 / -9.084
Gap between HOMO and LUMO (alpha / beta), eV: 7.96 / 6.25
Spin multiplicity: 6

Atom charges from the Mulliken analysis, given in e for atoms 1 to 8: 0.224, -0.871, 0.560, -0.203, -0.722, -0.083, -0.794, 0.789

No. 3
# C9H4MgN2O3

C9H4MgN2O3 as an isolated structure in a non-equilibrium geometry (ωB97M-V/def2-TZVPD, the Open Molecules 2025 dataset).

Geometry as XYZ:
```
19
Properties=species:S:1:pos:R:3:forces:R:3
O 0.001 3.334 -3.426 0.007 -3.589 1.166
C 0.002 2.248 -3.073 -0.008 3.105 -1.050
Mg -0.001 -0.154 -2.206 -0.005 0.915 0.533
C 1.874 -1.091 -3.019 4.190 -2.412 -1.752
C -1.877 -1.085 -3.025 -4.280 -2.486 -1.766
O 2.823 -1.617 -3.399 -3.968 2.259 1.604
O -2.826 -1.616 -3.401 4.058 2.330 1.618
N 0.000 0.007 5.253 0.000 -0.007 -3.085
C 0.000 0.005 4.079 -0.001 0.010 2.717
C 0.000 0.002 2.637 -0.008 0.060 0.029
C 0.121 -1.199 1.934 0.064 -0.602 -0.496
C 0.119 -1.174 0.542 -0.055 0.492 0.656
N -0.001 -0.007 -0.138 0.021 -0.075 -0.677
C -0.119 1.164 0.532 0.043 -0.471 0.688
C -0.121 1.199 1.926 -0.033 0.329 -0.575
H 0.216 -2.156 2.454 -0.034 0.398 -0.133
H 0.216 -2.092 -0.049 -0.041 0.286 0.348
H -0.211 2.077 -0.061 0.023 -0.271 0.265
H -0.217 2.154 2.440 0.028 -0.271 -0.089
```
Positions in Å, forces in eV/Å.

Properties
LUMO energy, eV: -8.912
Charge: +2
Highest occupied orbital energy, eV: -17.311
Gap between HOMO and LUMO, eV: 8.40

Atom charges from the Mulliken analysis, given in e for atoms 1 to 8: -0.078, 0.167, 0.903, 0.361, 0.367, -0.090, -0.094, -0.287

Repeat the second record exactly.
# C9H4FeN3OS3

C9H4FeN3OS3 as an isolated structure (ωB97M-V/def2-TZVPD, the Open Molecules 2025 dataset).

Geometry as XYZ:
```
21
Properties=species:S:1:pos:R:3:forces:R:3
Fe -0.811 -0.499 -1.004 -0.371 0.218 0.290
O 1.042 -0.943 -1.115 0.234 -0.064 0.027
N 1.724 -1.012 0.040 0.127 -0.089 -0.120
C 3.067 -1.106 -0.091 -0.016 -0.039 0.019
C 3.870 -1.214 1.004 0.022 0.007 0.010
C 3.272 -1.229 2.270 0.014 -0.003 0.012
C 1.911 -1.127 2.378 -0.034 0.002 0.019
C 1.091 -1.005 1.241 -0.024 0.034 -0.090
S -0.615 -0.832 1.338 0.032 -0.066 0.031
H 3.413 -1.091 -1.112 -0.019 0.005 -0.007
H 4.939 -1.285 0.872 -0.005 -0.003 0.018
H 3.881 -1.316 3.160 -0.008 -0.001 -0.005
H 1.419 -1.129 3.339 0.004 0.005 -0.004
S -3.115 -0.798 -1.532 0.189 -0.225 -0.100
C -3.538 0.837 -1.544 -0.330 0.231 -0.015
C -4.954 1.111 -1.612 0.179 0.018 0.045
N -6.084 1.317 -1.656 0.009 -0.025 -0.018
C -2.663 1.926 -1.505 -0.342 0.190 -0.007
S -0.991 1.808 -1.460 0.278 0.023 -0.116
C -3.219 3.259 -1.508 0.044 -0.214 0.027
N -3.639 4.328 -1.502 0.015 -0.003 -0.016
```
Positions in Å, forces in eV/Å.

Properties
LUMO energy (alpha / beta), eV: -0.593 / -2.836
Highest occupied orbital energy (alpha / beta), eV: -8.548 / -9.084
Gap between HOMO and LUMO (alpha / beta), eV: 7.96 / 6.25
Spin multiplicity: 6

Atom charges from the Mulliken analysis, given in e for atoms 1 to 8: 0.224, -0.871, 0.560, -0.203, -0.722, -0.083, -0.794, 0.789